2 unconnected molecules or ions with the total composition C4H8 at a distorted geometry, computed with the ωB97M-V functional and the def2-TZVPD basis.

Structure (XYZ):
```
12
Properties=species:S:1:pos:R:3:forces:R:3
C 1.134 1.222 0.655 -0.965 1.239 -0.498
C -1.339 -1.770 -0.184 1.436 -0.076 -0.565
C 0.244 1.983 0.006 0.164 -0.806 0.227
C -0.077 -1.437 -0.464 -0.130 0.318 -0.381
H 0.468 2.455 -0.945 -0.098 -0.252 -0.058
H -2.070 -1.632 -0.965 -0.350 -0.706 0.091
H 0.324 -1.249 -1.460 -0.641 0.463 0.007
H -1.517 -2.266 0.760 -0.693 0.647 0.242
H -0.784 2.025 0.363 0.291 0.563 0.142
H 0.890 0.927 1.669 0.254 -0.587 -0.210
H 2.056 0.971 0.157 0.451 0.078 0.449
H 0.661 -1.215 0.283 0.282 -0.881 0.554
```
Forces are in eV/Å.

## Properties
**Structure (SMILES)**: C=C.C=C
**Spin multiplicity**: 1
**Net charge**: 0
**HOMO-LUMO gap**: 0.3943 hartree
**ΔE to the lowest compared entry with this formula, charge and spin**: 44.2 kcal per mole

Atom charges from the Mulliken analysis, given in e for atoms 1 to 4:
1 C -0.69
2 C -0.40
3 C -0.40
4 C -0.53

2 unconnected molecules or ions with the total composition C4H8 at a distorted geometry, computed with the ωB97M-V functional and the def2-TZVPD basis.

Structure (XYZ):
```
12
Properties=species:S:1:pos:R:3:forces:R:3
C 1.507 0.514 0.395 -2.321 0.172 0.897
C 2.108 -0.488 -0.164 1.152 -0.248 -0.116
C -2.107 -0.499 0.192 -2.314 3.126 3.394
C -1.455 0.438 -0.389 0.198 4.486 -3.632
H 1.684 -1.422 -0.091 -0.794 -2.246 0.365
H 3.069 -0.488 -0.630 0.339 0.531 -0.583
H -1.967 -1.448 -0.014 0.840 -4.762 -0.346
H 0.538 0.396 0.945 1.193 0.032 -0.596
H -1.983 1.487 -0.439 1.730 -1.652 0.833
H -2.777 -0.140 1.020 0.099 -0.984 -1.185
H -0.649 0.334 -1.158 -0.954 -0.244 0.763
H 1.773 1.492 0.166 0.833 1.788 0.205
```
Forces are in eV/Å.

## Properties
**Structure (SMILES)**: C=C.C=C
**Spin multiplicity**: 1
**Net charge**: 0
**HOMO-LUMO gap**: 0.4097 hartree
**ΔE to the lowest compared entry with this formula, charge and spin**: 58.3 kcal per mole

Atom charges from the Mulliken analysis, given in e for atoms 1 to 4:
1 C -0.55
2 C -0.46
3 C -0.38
4 C -0.68

2 unconnected molecules or ions with the total composition C4H8 at a distorted geometry, computed with the ωB97M-V functional and the def2-TZVPD basis.

Structure (XYZ):
```
12
Properties=species:S:1:pos:R:3:forces:R:3
C 1.139 0.101 2.529 0.364 0.155 0.248
C -1.046 0.165 -2.499 -0.338 0.443 0.765
C -1.780 -0.160 -1.442 -0.034 -0.552 -0.565
C 1.729 -0.038 1.347 -0.788 -0.413 1.112
H 1.581 -1.028 0.945 0.193 0.208 -0.979
H -1.850 0.426 -0.537 0.003 0.126 -0.051
H 2.295 0.750 0.884 0.354 -0.126 -0.196
H 0.508 -0.690 2.914 0.131 -0.071 0.088
H -1.011 -0.492 -3.353 0.124 0.144 -0.193
H -2.347 -1.083 -1.502 -0.019 0.005 0.361
H 1.315 0.930 3.207 -0.267 0.252 -0.282
H -0.533 1.119 -2.493 0.278 -0.169 -0.308
```
Forces are in eV/Å.

## Properties
**Structure (SMILES)**: C=C.C=C
**Spin multiplicity**: 1
**Net charge**: 0
**HOMO-LUMO gap**: 0.4155 hartree
**ΔE to the lowest compared entry with this formula, charge and spin**: 35.7 kcal per mole

Atom charges from the Mulliken analysis, given in e for atoms 1 to 4:
1 C -0.47
2 C -0.44
3 C -0.48
4 C -0.45

A molecular structure, C4H83INO42PS at a distorted geometry, computed with the ωB97M-V functional and the def2-TZVPD basis.

Structure (XYZ):
```
133
Properties=species:S:1:pos:R:3:forces:R:3
I -4.974 0.331 -1.656 -0.202 -0.398 0.330
S -1.797 -3.848 0.155 0.137 -0.163 0.012
P -3.065 0.134 -0.091 0.143 1.121 0.859
O -2.933 -2.701 0.121 0.876 -0.434 -0.019
O -5.012 -0.112 -5.354 0.075 0.080 0.053
O 4.047 1.646 4.877 0.202 0.256 0.248
O -0.170 0.434 -7.514 0.133 -0.076 0.127
O 1.398 -5.772 4.060 -0.079 -0.013 -0.042
O -2.250 5.230 -0.038 -0.007 0.191 0.078
O -6.199 6.846 -1.571 0.000 -0.049 -0.010
O -1.674 -8.692 7.507 0.016 -0.227 0.438
O -1.444 -6.995 5.348 0.265 -0.012 -0.348
O 2.616 -7.553 1.992 0.067 -0.007 -0.041
O 7.243 -2.171 3.182 0.013 0.011 -0.117
O 2.843 3.959 -3.930 0.031 0.016 -0.058
O 0.876 4.733 0.184 0.075 0.187 -0.137
O 2.033 2.778 -6.926 0.179 -0.045 0.007
O 6.149 1.095 2.484 0.001 -0.275 0.659
O -3.922 -1.949 -7.133 0.198 -0.109 -0.098
O -7.314 5.230 -5.617 -0.156 -0.056 -0.157
O 5.100 -1.455 1.321 0.135 -0.192 -0.139
O -3.888 -10.616 7.567 0.017 0.097 0.204
O -3.486 3.331 -2.489 -0.056 0.006 -0.101
O -1.809 5.948 -2.794 0.013 0.117 0.121
O 6.909 1.892 0.011 0.365 0.150 -0.555
O -3.795 0.006 1.393 0.696 -0.599 -1.159
O -8.167 -1.208 -0.045 0.045 -0.085 0.017
O -1.543 -4.464 -1.119 -0.732 0.472 0.798
O 4.557 4.909 0.938 0.327 0.125 -0.063
O -3.424 -1.736 4.091 0.034 0.072 -0.328
O 2.630 3.736 2.710 0.052 -0.020 0.538
O -6.551 3.874 -2.814 -0.023 -0.052 -0.107
O 0.358 5.530 -4.679 -0.062 0.144 -0.186
O -2.457 1.556 -6.278 0.092 -0.159 -0.158
O 5.656 -0.616 -1.696 0.032 -0.075 0.007
O 2.175 -2.227 4.762 0.160 -0.114 -0.030
O -0.544 -2.841 0.390 -1.377 -0.374 0.768
O -6.541 2.376 -5.471 0.036 -0.018 -0.093
O 1.181 0.055 3.287 -0.235 0.156 -0.341
O -2.135 -4.670 1.287 0.812 0.855 -0.566
O 2.787 2.343 0.203 0.099 -0.197 -0.010
O -3.738 -5.049 4.309 0.057 0.222 -0.185
O 9.123 -0.407 0.091 0.081 -0.005 -0.071
O 5.042 5.628 3.896 0.081 -0.033 -0.045
O -0.437 -3.242 3.765 -0.018 0.077 0.124
N 1.430 -0.730 -0.767 -0.021 -0.447 0.723
C -0.831 -1.725 -0.481 0.757 0.455 -1.618
C -2.368 -1.543 -0.556 -0.933 -0.678 -0.050
C 0.065 -0.498 -0.310 0.024 -0.225 0.210
C 2.451 -0.875 0.297 0.213 -0.259 -0.765
H 1.451 -2.608 5.271 -0.046 0.062 -0.042
H -4.411 3.607 -2.496 -0.014 -0.031 0.091
H -2.054 5.845 -0.759 -0.033 -0.192 -0.116
H -5.208 -0.148 -4.412 0.068 -0.027 0.115
H 5.520 -2.312 1.191 0.137 0.045 0.206
H -0.578 -2.075 -1.491 0.073 -0.152 0.110
H 4.904 -1.436 2.266 -0.103 0.115 -0.027
H 4.748 5.339 1.779 0.094 0.043 0.110
H 8.078 -2.273 2.714 0.007 0.027 0.021
H 4.763 5.582 0.281 -0.145 -0.024 -0.040
H -2.778 -5.018 4.211 0.025 -0.209 0.185
H -4.060 -5.258 3.425 0.008 0.003 0.011
H -4.584 -10.431 8.206 -0.032 -0.042 -0.059
H 2.973 3.004 -0.469 -0.020 0.113 0.121
H -3.242 1.105 -5.941 -0.103 -0.038 0.210
H 8.755 0.409 -0.270 -0.172 0.004 0.166
H 3.099 4.575 2.743 -0.014 0.037 -0.132
H 2.870 3.419 -4.729 -0.109 0.053 -0.040
H 2.130 3.571 -3.410 -0.008 0.031 0.014
H -1.346 -7.579 4.588 -0.111 0.033 -0.029
H 1.930 3.822 3.365 -0.127 -0.126 -0.141
H -2.677 -1.672 -1.598 0.250 0.347 -0.032
H -3.337 -0.644 1.955 -0.379 0.037 0.300
H -0.727 -8.632 7.343 -0.054 0.146 -0.198
H -3.373 -9.801 7.519 -0.120 -0.097 -0.298
H 5.987 0.752 1.597 -0.087 0.168 -0.087
H 0.304 -3.860 3.741 -0.076 -0.385 -0.044
H 6.626 1.721 -0.897 -0.177 -0.221 0.082
H 1.471 -1.576 -1.317 -0.175 0.099 -0.180
H -4.704 -0.998 -5.601 -0.048 0.214 -0.276
H -2.068 6.829 -3.084 -0.076 -0.052 -0.027
H 5.983 -1.382 -2.177 0.043 0.052 -0.009
H -6.482 6.540 -0.704 0.050 0.026 0.010
H -3.744 -1.986 4.963 -0.018 0.018 -0.018
H -2.988 4.157 -2.429 0.041 0.010 -0.002
H -2.335 1.183 -7.158 -0.074 0.094 -0.042
H 6.953 1.610 2.388 0.032 -0.060 -0.104
H 1.444 2.561 -7.658 -0.130 -0.047 0.129
H 1.003 0.155 4.226 0.101 -0.041 0.031
H -0.419 0.713 -6.621 -0.094 0.108 -0.057
H -0.025 5.389 -5.551 -0.057 -0.064 0.051
H 3.571 -7.496 1.884 -0.011 0.010 0.078
H 0.797 -6.312 4.586 -0.102 0.167 0.148
H -7.222 -1.152 -0.231 0.004 0.080 -0.026
H -8.225 -1.783 0.724 -0.029 0.034 -0.002
H 0.596 3.842 0.420 0.143 -0.037 -0.014
H 4.872 1.519 4.392 -0.082 -0.175 -0.214
H 1.313 5.527 -4.827 0.034 -0.189 0.268
H -3.186 -2.577 3.688 -0.060 -0.128 0.187
H 1.785 -6.390 3.424 0.071 0.055 -0.155
H -6.477 3.336 -3.617 0.003 0.016 -0.110
H 0.559 -0.181 -7.381 -0.021 -0.006 -0.059
H -1.736 -9.209 8.320 0.084 0.057 0.025
H -2.964 -1.923 -7.233 -0.010 0.012 0.051
H 2.048 -0.830 1.306 -0.073 0.267 -0.169
H 2.766 2.162 -7.024 -0.006 0.039 -0.047
H -1.035 -3.563 3.086 0.021 -0.092 -0.182
H -7.183 2.198 -6.167 -0.070 -0.111 0.118
H 2.281 -7.750 1.111 -0.081 0.036 0.044
H -7.262 3.458 -2.314 0.068 0.027 0.083
H -1.942 5.677 0.756 0.045 -0.078 0.007
H -5.828 1.739 -5.636 -0.026 -0.044 0.046
H 3.218 -0.120 0.149 -0.128 0.177 0.340
H 3.697 2.465 4.510 -0.102 -0.124 -0.253
H 5.362 -0.971 -0.846 -0.057 0.220 0.102
H 4.773 5.914 4.775 -0.067 0.039 -0.052
H 6.925 -1.305 2.892 0.131 0.101 0.091
H -0.373 0.280 -0.944 -0.222 -0.002 0.167
H -2.167 -7.385 5.852 0.050 0.075 0.136
H 5.794 5.046 4.052 -0.057 -0.063 -0.019
H 0.062 -0.142 0.724 0.009 0.104 -0.021
H -5.984 6.034 -2.046 -0.059 -0.041 -0.043
H 2.946 -1.843 0.193 -0.084 -0.032 0.020
H -7.054 4.330 -5.852 0.172 0.218 0.191
H 9.952 -0.538 -0.381 -0.015 -0.001 0.027
H -1.019 5.741 -3.316 0.108 -0.024 -0.102
H 1.523 -0.845 3.227 -0.079 0.112 0.374
H -7.460 5.195 -4.665 0.090 0.020 0.034
H 0.383 4.939 -0.617 -0.182 -0.039 0.132
H -4.260 -2.006 -8.033 -0.094 0.012 0.057
H 6.849 2.850 0.099 -0.170 -0.029 0.092
H 2.272 -2.823 4.012 0.073 -0.134 0.125
H 2.984 2.789 1.043 -0.184 -0.024 -0.163
```
Forces are in eV/Å.

## Properties
**Spin multiplicity**: 1
**Net charge**: 0
**HOMO-LUMO gap**: 0.3013 hartree
**ΔE to the lowest compared entry with this formula, charge and spin**: 0.0 kcal per mole

Atom charges from the Mulliken analysis, given in e for atoms 1 to 4:
1 I -0.10
2 S 1.02
3 P 0.50
4 O -0.29

A molecular structure, C4H8AlO11P2 at a distorted geometry, computed with the ωB97M-V functional and the def2-TZVPD basis.

Structure (XYZ):
```
26
Properties=species:S:1:pos:R:3:forces:R:3
P 15.423 10.892 -20.475 0.294 -1.234 -0.629
P 13.822 5.986 -20.915 -2.111 0.973 -0.430
Al 14.976 8.364 -18.890 0.468 0.913 -1.722
O 15.205 6.623 -20.998 0.285 -0.283 -0.052
O 13.562 9.878 -16.689 -0.243 -0.482 0.719
O 13.183 10.707 -14.634 -0.233 -0.552 0.399
O 16.334 9.668 -20.871 -0.376 -0.213 0.409
O 13.487 5.769 -19.415 -0.038 -0.465 -0.146
O 15.554 10.967 -18.922 -0.165 0.370 0.132
O 12.789 7.200 -21.100 0.629 0.282 0.624
O 12.880 11.994 -16.392 -0.225 0.274 0.647
O 13.346 4.933 -21.901 1.227 -0.425 0.503
O 15.725 12.127 -21.311 -0.014 0.260 0.715
O 13.989 10.320 -20.757 -0.178 -0.132 0.437
C 13.067 12.333 -17.792 0.135 -0.328 -0.723
C 11.791 12.102 -18.563 -0.501 -0.848 0.050
C 12.828 11.854 -13.891 0.247 -0.156 0.595
C 13.225 10.772 -15.985 0.224 0.935 -1.242
H 10.943 12.557 -18.031 -0.020 0.304 -0.418
H 11.833 12.243 -14.105 0.081 0.032 -0.361
H 12.820 11.519 -12.850 0.057 -0.013 -0.031
H 13.330 13.392 -17.760 0.024 -0.059 -0.049
H 13.593 12.626 -13.986 -0.182 0.168 -0.155
H 13.897 11.747 -18.224 0.163 0.106 0.101
H 11.878 12.354 -19.621 0.117 0.644 0.188
H 11.545 11.038 -18.668 0.337 -0.072 0.438
```
Forces are in eV/Å.

## Properties
**Spin multiplicity**: 1
**Net charge**: -3
**HOMO-LUMO gap**: 0.1173 hartree
**ΔE to the lowest compared entry with this formula, charge and spin**: 0.0 kcal per mole

Atom charges from the Mulliken analysis, given in e for atoms 1 to 4:
1 P 0.74
2 P 0.82
3 Al 0.36
4 O -0.50

spin multiplicity of number 3 (C4H8)?
1

Among the records above, which one has the lowest HOMO-LUMO gap?
C4H8AlO11P2

HOMO-LUMO gap of number 1 (C4H8)?
0.3943 hartree